# CHF3N2O

A 2-piece molecular cluster, CHF3N2O overall in a non-equilibrium geometry (ωB97M-V with the def2-TZVPD basis set, the Open Molecules 2025 dataset).

Each line ends with the Löwdin spin population.
CARTESIAN COORDINATES (ANGSTROEM)
1 C -1.51879 0.22717 0.21992  0.002
2 N 2.56271 -0.45922 -0.28372  0.535
3 N 1.85193 0.05105 0.38581  0.802
4 O 3.34774 -0.95353 -0.95137  0.652
5 F -0.91153 -0.76805 -0.42658  0.009
6 F -2.84064 -0.04833 0.41688  0.000
7 F -1.42382 1.36764 -0.51209  0.000
8 H -1.06761 0.58327 1.15116  0.000

Total energy in a.u.: -522.76840
Multiplicity: 3
HOMO-LUMO gap (spin up / spin down) in eV: 6.927 / 8.435
Energy above the lowest of the compared OMol25 structures with the same formula, charge and spin in kcal/mol: 53.8